Below is C11H29NaO10 as an isolated structure in a non-equilibrium geometry, with properties calculated with ωB97M-V/def2-TZVPD.

Last column: Löwdin charge in e.
Atoms and positions in Å:
Na: -0.468 0.224 0.188  0.4390
O: -1.813 0.405 2.142  -0.3131
H: -2.120 1.025 2.844  0.0201
C: -2.154 2.251 -1.546  -0.1007
O: -1.822 0.857 -1.557  -0.1968
H: -1.397 2.692 -0.928  0.0570
H: -2.033 2.579 -2.588  0.0862
H: -3.153 2.439 -1.136  0.0946
H: -2.480 0.330 -1.041  0.0285
C: -4.103 -1.056 0.303  -0.1911
O: -3.383 0.115 0.307  -0.2422
H: -4.573 -1.104 -0.642  0.0581
H: -3.570 -1.998 0.511  0.0839
H: -4.920 -0.873 1.037  0.0890
H: -2.753 0.308 1.196  0.0002
C: 0.605 -0.046 4.521  -0.1851
O: -0.009 -0.983 3.713  -0.1556
H: 1.486 -0.501 4.983  0.0732
H: 0.889 0.864 3.925  0.0740
H: -0.040 0.221 5.417  0.0930
H: -0.850 -0.647 3.367  0.0296
C: 3.531 2.846 -2.748  -0.0523
C: 2.016 2.880 -2.619  -0.1668
O: 1.681 3.537 -1.362  0.0696
C: 1.347 2.885 -0.331  -0.6207
O: 1.317 1.671 -0.232  0.0833
O: 0.882 3.703 0.641  0.0161
C: 0.543 3.022 1.839  -0.0441
H: 3.959 2.093 -1.978  0.1188
H: 3.912 3.878 -2.536  0.0898
H: 3.820 2.731 -3.803  0.0782
H: 1.536 1.948 -2.670  0.1053
H: 1.470 3.533 -3.274  0.1254
H: 1.460 2.474 2.164  0.1103
H: -0.268 2.292 1.784  0.0670
H: 0.255 3.734 2.578  0.0912
C: 0.511 -3.871 -3.556  -0.0708
C: 0.502 -2.949 -2.406  -0.2434
O: 0.526 -3.665 -1.175  0.0316
C: 0.724 -3.047 0.014  -0.5579
O: 0.892 -1.856 0.162  0.1175
O: 0.756 -3.994 0.936  0.0128
C: 1.137 -3.563 2.264  0.0034
H: 0.880 -3.268 -4.407  0.0859
H: -0.476 -4.356 -3.839  0.1023
H: 1.248 -4.687 -3.359  0.0963
H: -0.391 -2.352 -2.362  0.1249
H: 1.326 -2.295 -2.425  0.1119
H: 0.967 -4.437 2.884  0.0975
H: 0.434 -2.746 2.475  0.0769
H: 2.165 -3.242 2.322  0.0985

Output
Net charge   0
E_LUMO   0.251 eV
HOMO-LUMO gap   9.15 eV
E   -36768.892 eV
HOMO energy   -8.9 eV



Below is C4H7NO2 as an isolated structure, with properties calculated with ωB97M-V/def2-TZVPD.

Last column: Löwdin charge in e.
Atoms and positions in Å:
C: -0.731 -0.570 -0.993  -0.0282
N: 0.432 0.512 1.053  0.1657
C: -1.029 0.272 0.852  -0.6809
C: 1.094 0.281 -0.006  -0.1513
C: 2.162 0.407 -0.752  0.0594
O: -1.291 -0.862 1.617  0.0398
O: -1.798 1.213 0.775  0.0412
H: -2.255 -0.919 1.667  0.1157
H: 0.836 0.872 1.921  0.1797
H: -1.749 -0.946 -0.879  0.0387
H: -0.698 0.199 -1.759  0.0396
H: -0.094 -1.420 -1.245  0.0299
H: 2.588 -0.440 -1.271  0.0723
H: 2.532 1.401 -0.979  0.0783

Output
ΔE to the lowest compared entry with this formula, charge and spin   125.6 kcal/mol
Net charge   0
E_LUMO (spin up / spin down)   -0.218 / -0.219 eV
HOMO-LUMO gap (spin up / spin down)   7.91 / 7.91 eV
E   -9841.834 eV
HOMO energy (spin up / spin down)   -8.1 / -8.1 eV



Below is one molecule with the formula C3H8N2O2 in a non-equilibrium geometry, with properties calculated with ωB97M-V/def2-TZVPD.

Last column: Löwdin charge in e.
Atoms and positions in Å:
N: 1.028 2.025 -1.253  -0.0298
C: 0.173 0.876 -0.842  -0.3589
C: 0.781 -0.242 -0.101  -0.2765
N: -0.102 -1.387 0.190  0.0348
C: -1.260 -1.382 1.044  -0.5780
O: -2.100 -2.214 1.019  0.1060
O: -1.164 -0.479 2.086  0.0675
H: 1.618 1.544 -2.044  0.1060
H: 1.599 2.166 -0.413  0.0593
H: -0.659 1.345 -0.131  0.1361
H: -0.562 0.512 -1.726  0.1523
H: 1.152 0.006 0.941  0.1337
H: 1.653 -0.669 -0.748  0.1438
H: -0.330 -1.857 -0.772  0.1767
H: -1.829 -0.244 2.750  0.1271

Output
ΔE to the lowest compared entry with this formula, charge and spin   43.4 kcal/mol
Net charge   0
E_LUMO   0.649 eV
HOMO-LUMO gap   10.40 eV
E   -10315.072 eV
SMILES string   NCCNC(=O)O
HOMO energy   -9.8 eV